[1]
The following is a DFT calculation (the ωB97M-V functional and the def2-TZVPD basis) of a molecular structure, C19H23CuN2O4S2.

The calculation puts the energy above the lowest of the compared OMol25 structures with the same formula, charge and spin at 43.3 kJ/mol. As for the net charge: 0. As for the LUMO energy: 0.28 eV.

CARTESIAN COORDINATES (ANGSTROEM)
Cu1 0.543 -0.818 -1.718
S1 4.004 1.622 -0.500
C1 4.513 -0.010 -0.414
C2 3.527 -0.867 -0.800
C3 2.299 -0.236 -1.184
C4 2.427 1.128 -1.070
C5 1.379 2.113 -1.367
C6 1.574 3.497 -1.286
C7 0.527 4.352 -1.574
C8 -0.706 3.825 -1.930
C9 -0.822 2.446 -1.980
N1 0.181 1.615 -1.717
H1 5.516 -0.246 -0.092
H2 3.677 -1.940 -0.815
H3 2.547 3.887 -1.009
H4 0.673 5.424 -1.527
H5 -1.549 4.459 -2.169
H6 -1.762 1.977 -2.256
O1 -1.476 -1.190 -1.838
H7 -1.588 -1.578 -0.945
H8 -1.590 -1.932 -2.448
C10 -1.584 4.405 1.706
C11 -1.219 2.945 1.630
C12 -2.189 1.973 1.389
C13 -1.851 0.629 1.306
C14 -0.526 0.259 1.457
C15 0.462 1.210 1.670
C16 0.108 2.543 1.773
S2 -0.055 -1.466 1.367
C17 -0.336 -1.741 3.128
O2 -1.200 -2.205 0.710
H9 -2.659 4.541 1.809
H10 -1.262 4.917 0.797
H11 -1.091 4.890 2.549
H12 -3.224 2.271 1.263
H13 -2.602 -0.130 1.121
H14 1.503 0.907 1.732
H15 0.875 3.290 1.943
H16 -1.372 -1.494 3.354
H17 0.352 -1.117 3.701
H18 -0.136 -2.795 3.323
N2 -1.026 -6.086 -0.265
C18 0.003 -5.104 -0.608
C19 -0.441 -4.245 -1.780
O3 -1.759 -4.287 -2.017
O4 0.299 -3.551 -2.419
H19 -1.050 -6.272 0.727
H20 -0.882 -6.964 -0.748
H21 -2.122 -4.926 -1.367
H22 0.984 -5.517 -0.836
H23 0.107 -4.406 0.222

Results of the Löwdin charge analysis, in e, for atoms 1 through 4: 0.39, 0.97, -0.44, -0.23

***

[2]
The following is a DFT calculation (the ωB97M-V functional and the def2-TZVPD basis) of a molecular structure, C22H24FeN2O5S in a non-equilibrium geometry.

The spin multiplicity is 6. The calculation puts the energy above the lowest of the compared OMol25 structures with the same formula, charge and spin at 0.0 kJ/mol. As for the net charge: +1. The expectation value of S² is 8.80. As for the LUMO energy (alpha / beta): -3.70 / -5.94 eV.

CARTESIAN COORDINATES (ANGSTROEM)
Fe1 11.389 7.121 7.898
C1 16.935 10.648 5.651
C2 16.183 9.339 5.663
C3 14.958 9.234 4.982
C4 14.266 8.014 4.979
C5 14.776 6.923 5.706
C6 16.018 6.989 6.299
C7 16.707 8.203 6.307
S1 13.690 5.564 6.271
O1 14.560 4.426 6.389
O2 12.451 5.631 5.503
N1 13.151 5.994 7.808
C8 13.661 5.557 8.985
C9 14.898 4.922 9.118
C10 15.367 4.695 10.440
C11 14.622 4.904 11.553
C12 13.310 5.427 11.455
C13 12.468 5.705 12.560
C14 11.322 6.437 12.327
C15 10.972 6.784 11.003
N2 11.733 6.429 9.931
C16 12.872 5.787 10.143
H1 16.264 11.406 5.147
H2 17.909 10.573 5.108
H3 17.167 10.976 6.672
H4 14.616 10.050 4.300
H5 13.336 7.900 4.436
H6 16.468 6.071 6.734
H7 17.650 8.339 6.863
H8 15.467 4.552 8.280
H9 16.435 4.384 10.592
H10 14.953 4.529 12.532
H11 12.826 5.362 13.509
H12 10.654 6.754 13.116
H13 10.029 7.301 10.787
C17 7.668 4.990 7.140
C18 7.294 6.449 6.854
C19 8.592 7.202 6.503
O3 9.676 6.371 7.048
C20 9.231 4.968 7.184
H14 7.282 4.315 6.373
H15 7.245 4.614 8.106
H16 6.932 6.972 7.733
H17 6.470 6.538 6.111
H18 8.730 8.159 6.992
H19 8.754 7.284 5.444
H20 9.613 4.579 8.111
H21 9.691 4.399 6.376
C21 11.700 10.974 7.787
C22 11.482 9.524 7.602
O4 11.458 8.854 8.725
O5 11.275 8.982 6.488
H22 12.720 11.135 8.212
H23 11.027 11.314 8.586
H24 11.540 11.572 6.868

Results of the Löwdin charge analysis, in e, for atoms 1 through 4: 0.92, -0.05, -0.26, -0.02

***

[3]
The following is a DFT calculation (the ωB97M-V functional and the def2-TZVPD basis) of a gas-phase ion, C5H10NO (charge +1) in a non-equilibrium geometry.

The calculation puts the energy above the lowest of the compared OMol25 structures with the same formula, charge and spin at 275.5 kJ/mol. As for the net charge: +1. The SMILES is CC/[NH+]=C/C=C/O. As for the LUMO energy: -5.11 eV.

CARTESIAN COORDINATES (ANGSTROEM)
C1 1.669 -0.306 0.840
C2 0.760 -0.209 -0.294
C3 2.086 0.390 2.004
C4 -2.444 -0.357 -1.135
C5 -1.261 0.338 -1.778
N1 -0.240 0.533 -0.734
O1 3.035 -0.183 2.771
H1 2.111 -1.190 0.736
H2 0.808 -1.000 -0.932
H3 1.550 1.246 2.306
H4 -3.444 -0.421 -1.628
H5 -2.179 -1.295 -0.939
H6 -2.668 0.254 -0.227
H7 -1.523 1.263 -2.067
H8 -0.866 -0.353 -2.524
H9 -0.391 1.294 -0.100
H10 2.996 -0.005 3.700

Results of the Löwdin charge analysis, in e, for atoms 1 through 4: 0.02, 0.01, -0.04, -0.05

***

[4]
The following is a DFT calculation (the ωB97M-V functional and the def2-TZVPD basis) of 4 unconnected molecules or ions with the total composition C4H8O in a non-equilibrium geometry.

The calculation puts the energy above the lowest of the compared OMol25 structures with the same formula, charge and spin at 557.5 kJ/mol. As for the net charge: 0. As for the LUMO energy: 0.54 eV.

CARTESIAN COORDINATES (ANGSTROEM)
C1 -1.190 0.155 -0.696
C2 -1.521 -1.067 0.101
O1 -1.230 1.307 -0.218
H1 -0.014 1.856 0.332
H2 -1.078 0.029 -1.782
H3 0.812 0.121 -0.532
H4 -0.891 -1.905 -0.197
H5 -1.397 -0.879 1.167
H6 -2.562 -1.353 -0.076
C3 1.665 0.343 0.129
C4 2.783 0.004 0.475
H7 3.748 -0.279 0.804
H8 0.875 1.668 0.493

Results of the Löwdin charge analysis, in e, for atoms 1 through 4: -0.32, -0.05, -0.09, 0.11

***

no.,total energy (Ha)
1,-3585.1381
2,-3000.1308
3,-326.1769
4,-232.2333